## 1
The following is a quantum chemistry calculation of 2 unconnected molecules or ions with the total composition C4H7NO, from the Open Molecules 2025 dataset.

Properties
**Highest occupied orbital energy**: -10.67 eV
**M**: 85.11 g mol⁻¹
**Orbital gap**: 11.3 eV
**LUMO energy**: 0.0226 Ha

Geometry (Å):
C  -1.11219  0.70396  1.08057
C  -0.78553  -0.73357  0.66494
C  0.47116  -0.80900  -0.13807
O  0.58511  -1.46374  -1.15592
C  1.59203  1.71178  -1.74070
N  1.88194  0.62355  -2.08253
H  -2.03702  0.71721  1.66357
H  -0.31496  1.13540  1.69644
H  -1.24956  1.35430  0.21004
H  -1.58364  -1.18589  0.06954
H  -0.62802  -1.35642  1.55557
H  1.32039  -0.19474  0.22716
H  1.72690  -0.39072  -2.05641

---

## 2
The following is a quantum chemistry calculation of a single C4H7NO molecule, from the Open Molecules 2025 dataset.

Properties
**SMILES**: O=C1CCCN1
**Highest occupied orbital energy**: -9.53 eV
**M**: 85.11 g mol⁻¹
**Orbital gap**: 10.5 eV
**LUMO energy**: 0.0350 Ha

Geometry (Å):
O  2.27262  0.77898  -0.89705
C  1.23308  0.43582  -0.37578
C  0.69443  -0.98641  -0.23448
C  -0.69391  -0.81706  0.40122
C  -1.01955  0.66683  0.16359
N  0.30231  1.27307  0.19439
H  0.66500  -1.45632  -1.22179
H  1.38709  -1.56790  0.38037
H  -1.45269  -1.47560  -0.02966
H  -0.64783  -1.01321  1.47637
H  -1.48347  0.80674  -0.82459
H  -1.68482  1.09027  0.92017
H  0.42774  2.26479  0.04724

---

Going by the energies, 2 is most stable and the next is 52.1 kcal/mol up.

---

## 1
The following is a quantum chemistry calculation of a single C4H7NO molecule, from the Open Molecules 2025 dataset.

Properties
**SMILES**: C/N=C/[C@H]1CO1
**Highest occupied orbital energy**: -9.78 eV
**M**: 85.11 g mol⁻¹
**Orbital gap**: 10.9 eV
**LUMO energy**: 0.0404 Ha

Geometry (Å):
C  -2.24825  0.19591  0.42009
N  -0.79970  0.28798  0.41036
C  -0.19755  -0.22007  -0.57709
C  1.27786  -0.44931  -0.52332
C  2.17389  0.41162  0.25714
O  1.74897  -0.83407  0.76246
H  -2.59659  -0.70747  -0.09825
H  -2.72113  1.07021  -0.03964
H  -2.57966  0.14376  1.46072
H  -0.72326  -0.61005  -1.46372
H  1.68760  -1.03870  -1.34429
H  3.23139  0.46016  -0.00309
H  1.74643  1.29002  0.73863

---

## 2
The following is a quantum chemistry calculation of a single C4H7NO molecule, from the Open Molecules 2025 dataset.

Properties
**Highest occupied orbital energy**: -8.61 eV
**M**: 85.11 g mol⁻¹
**Orbital gap**: 9.1 eV
**LUMO energy**: 0.0184 Ha

Geometry (Å):
C  -1.06923  -0.37032  1.23640
C  -0.80460  -0.96363  -0.13225
N  -0.74841  0.06576  -1.13298
C  0.67667  -0.09772  -0.83835
C  1.33317  1.06871  -0.15824
O  2.51534  1.28648  -0.26979
H  -1.00048  0.72026  1.32862
H  -0.48069  -0.86533  2.01562
H  -2.11576  -0.64358  1.42898
H  0.67761  -1.10451  -0.18435
H  -0.91440  -0.34756  -2.04788
H  1.26342  -0.47157  -1.67980
H  0.66736  1.72303  0.43401

---

## 3
The following is a quantum chemistry calculation of a molecular structure, C4H7NO, from the Open Molecules 2025 dataset.

Properties
**Highest occupied orbital energy (spin up / spin down)**: -6.23 / -6.22 eV
**M**: 85.11 g mol⁻¹
**Orbital gap (spin up / spin down)**: 7.2 / 7.2 eV
**LUMO energy (spin up / spin down)**: 0.0363 / 0.0357 Ha

Geometry (Å):
C  1.71556  0.22118  0.66767
C  0.28188  0.59837  0.86402
C  -0.58457  -0.50442  -1.26259
N  -0.65718  0.03828  0.10348
C  -1.96722  -0.19902  0.04808
O  -1.99863  -0.65922  -1.29163
H  1.98455  -0.74693  1.12422
H  2.36901  0.97593  1.11648
H  1.99109  0.15919  -0.39519
H  -0.06585  1.05356  1.78318
H  -0.23010  0.24645  -1.97184
H  -0.03995  -1.44836  -1.34347
H  -2.79858  0.26500  0.55759

---

## 4
The following is a quantum chemistry calculation of a single C4H7NO molecule, from the Open Molecules 2025 dataset.

Properties
**SMILES**: O[C@H]1C[C@H]2N[C@@H]12
**Highest occupied orbital energy**: -9.36 eV
**M**: 85.11 g mol⁻¹
**Orbital gap**: 10.4 eV
**LUMO energy**: 0.0387 Ha

Geometry (Å):
O  -1.59448  -1.36306  0.19988
C  -0.32733  -0.98939  -0.24833
C  -0.22056  0.28751  -1.14759
C  0.74792  0.86616  -0.12462
N  -0.00973  0.93560  1.13584
C  0.63668  -0.32824  0.74406
H  -1.98280  -0.56414  0.58365
H  0.11861  -1.86814  -0.72081
H  -1.15645  0.84678  -1.24755
H  0.20808  0.09264  -2.13350
H  1.60533  1.50789  -0.29803
H  0.58235  1.38036  1.83621
H  1.37792  -0.79768  1.38436

---

Going by the energies, 4 is most stable and the next is 3.0 kcal/mol up.

---

## 1
The following is a quantum chemistry calculation of 2 unconnected molecules or ions with the total composition C4H7NO, from the Open Molecules 2025 dataset.

Properties
**SMILES**: C=CCC#N.O
**Highest occupied orbital energy**: -10.86 eV
**M**: 85.11 g mol⁻¹
**Orbital gap**: 11.6 eV
**LUMO energy**: 0.0261 Ha

Geometry (Å):
O  1.87671  -1.40230  1.45798
C  0.95487  0.91048  -0.44834
C  -0.09904  0.17997  -0.80100
C  -1.27376  -0.08268  0.11411
C  -2.47628  0.61699  -0.36173
N  -3.41177  1.17384  -0.75203
H  2.79273  -1.63763  1.27272
H  1.77069  1.09331  -1.14209
H  1.03800  1.35709  0.54062
H  1.54129  -1.05337  0.62114
H  -0.16168  -0.25160  -1.79912
H  -1.05118  0.25037  1.13375
H  -1.50059  -1.15447  0.16399

---

## 2
The following is a quantum chemistry calculation of 2 unconnected molecules or ions with the total composition C4H7NO, from the Open Molecules 2025 dataset.

Properties
**SMILES**: C=C=N.C=CO
**Highest occupied orbital energy**: -8.87 eV
**M**: 85.11 g mol⁻¹
**Orbital gap**: 9.6 eV
**LUMO energy**: 0.0260 Ha

Geometry (Å):
O  0.19008  0.39384  1.84754
C  -0.47408  -0.75431  1.54824
C  -1.42826  -0.79506  0.62192
C  0.62062  1.59577  -1.81381
C  0.97312  0.37451  -1.48967
N  1.36042  -0.75858  -1.22180
H  0.90327  0.20276  2.46624
H  -0.17794  -1.64027  2.11064
H  0.69479  -1.25622  -0.62394
H  -1.70294  0.09847  0.06871
H  -1.94685  -1.72343  0.41319
H  0.90511  2.42528  -1.17799
H  0.03925  1.78010  -2.70917

---

## 3
The following is a quantum chemistry calculation of 3 unconnected molecules or ions with the total composition C4H7NO, from the Open Molecules 2025 dataset.

Properties
**Highest occupied orbital energy**: -8.90 eV
**M**: 85.11 g mol⁻¹
**Orbital gap**: 8.5 eV
**LUMO energy**: -0.0132 Ha

Geometry (Å):
O  -1.15673  2.31472  0.11316
N  -0.83019  1.50224  1.03866
C  -0.53497  0.29238  0.55346
C  -0.28423  -0.05887  -0.77648
C  0.60651  -1.21212  -0.34636
C  0.24214  -0.86559  1.13648
H  -0.14140  2.07344  -0.92460
H  -0.87899  0.04767  -1.67731
H  0.34617  1.43498  -1.23517
H  0.27709  -2.19280  -0.70429
H  1.66664  -1.08782  -0.58321
H  -0.38405  -1.63172  1.60268
H  1.07200  -0.61651  1.80298

---

## 4
The following is a quantum chemistry calculation of a single C4H7NO molecule, from the Open Molecules 2025 dataset.

Properties
**SMILES**: C1OC[C@H]2N[C@@H]12
**Highest occupied orbital energy**: -9.40 eV
**M**: 85.11 g mol⁻¹
**Orbital gap**: 10.4 eV
**LUMO energy**: 0.0371 Ha

Geometry (Å):
C  -0.68556  1.17809  0.08972
C  -0.69758  -1.16547  0.10171
C  0.73065  -0.74956  0.36491
C  0.73346  0.74456  0.41230
H  -0.80333  1.90309  -0.75562
H  -1.14828  1.60870  0.96584
H  -1.13273  -1.55503  1.02927
H  -0.75880  -1.90494  -0.71822
H  1.35100  -1.30178  1.07268
H  2.33739  -0.02844  -0.62700
H  1.38767  1.29033  1.05902
N  1.31402  0.00546  -0.72772
O  -1.36462  -0.01198  -0.34296

---

Going by the energies, 1 is most stable and the next is 13.1 kcal/mol up.

---

## 1
The following is a quantum chemistry calculation of a single C4H7NO molecule, from the Open Molecules 2025 dataset.

Properties
**SMILES**: C/C(N)=C/C=O
**Highest occupied orbital energy**: -8.48 eV
**M**: 85.11 g mol⁻¹
**Orbital gap**: 9.1 eV
**LUMO energy**: 0.0238 Ha

Geometry (Å):
C  2.21098  -0.37356  0.14336
C  0.70331  0.03373  -0.11522
C  -0.24922  -1.02147  -0.06564
C  -1.62356  -0.62777  -0.01564
H  2.96335  -0.07940  -0.71021
H  2.68985  0.12220  0.99569
H  2.38019  -1.46592  0.33184
H  1.29131  1.92210  0.20821
H  -0.46652  1.48023  -0.03351
H  -0.02424  -2.08738  -0.23144
H  -2.42742  -1.46629  -0.32839
N  0.45358  1.28600  -0.23172
O  -1.97883  0.56336  0.21359

---

## 2
The following is a quantum chemistry calculation of a single C4H7NO molecule, from the Open Molecules 2025 dataset.

Properties
**SMILES**: O=CCN1CC1
**Highest occupied orbital energy**: -9.54 eV
**M**: 85.11 g mol⁻¹
**Orbital gap**: 10.6 eV
**LUMO energy**: 0.0405 Ha

Geometry (Å):
O  -2.59769  0.68958  -0.06636
C  -1.81597  -0.10721  0.39334
C  -0.48254  0.27584  0.99549
N  0.56157  -0.53625  0.37132
C  0.60530  -0.48373  -1.08659
C  1.64339  0.18754  -0.27742
H  -2.00768  -1.19954  0.35388
H  -0.49612  0.06370  2.07384
H  -0.35261  1.35838  0.85133
H  -0.11174  0.15294  -1.60381
H  0.81054  -1.43339  -1.57214
H  2.63611  -0.24471  -0.18540
H  1.60742  1.27685  -0.24747

---

Going by the energies, 1 is most stable and the next is 9.8 kcal/mol up.